[1]
A cluster of 10 separate species, C49H71BClN9O10P3S in total. Source: the Open Molecules 2025 dataset; level of theory: ωB97M-V/def2-TZVPD.

Computed properties:
Charge: -1
LUMO level (eV): 1.756

Last column: Mulliken charge in e.
Geometry (Å):
H 0.26 3.83 0.48  0.04
H 2.41 1.33 8.56  0.19
C -2.59 -1.70 -6.73  -0.46
H 9.50 1.63 6.16  0.40
C 2.56 2.75 1.72  0.40
N 2.90 6.38 -1.96  0.23
H 4.80 5.28 4.50  0.39
C -3.21 -0.94 -4.70  -0.58
H -3.02 2.16 -1.19  0.55
C -3.00 0.89 2.73  -1.88
C -0.70 1.69 3.33  -1.42
P 3.98 -1.14 -1.55  -0.08
C 8.81 0.89 5.80  -0.60
Cl 4.63 0.39 -2.71  -0.23
C 1.43 9.51 -8.30  -0.43
P 1.22 -2.04 0.69  0.24
H 2.80 5.40 -3.85  0.41
H -1.22 0.42 1.66  -1.03
O 5.40 -1.68 -0.94  -0.49
H 6.92 2.02 5.43  0.37
H 1.42 -0.32 -0.88  0.53
N -7.42 -5.10 -4.94  0.13
C -0.34 -5.76 0.88  -0.71
H 9.99 -1.02 5.80  0.40
N -5.49 -6.27 3.97  0.05
H -2.60 -8.02 0.07  0.45
H -1.68 2.32 -2.32  0.41
H 0.18 -4.83 0.95  0.10
B 2.09 1.83 0.43  0.28
C 1.39 8.30 -6.40  -0.18
H -8.14 -7.11 -4.89  0.36
C 3.77 8.31 -2.61  -0.68
H 6.02 -0.19 4.73  0.16
C -1.62 1.28 2.17  2.76
N 2.72 0.75 7.80  0.06
H -7.01 -5.89 5.42  0.37
H -0.20 2.64 3.12  0.17
H 4.17 9.31 -2.59  0.40
C -9.34 -5.56 -5.95  -0.59
H -3.38 -0.40 -3.79  0.51
C 4.38 4.74 3.66  -0.79
C 0.19 3.16 -0.38  -0.85
H 1.71 -2.30 1.98  0.00
H -0.54 -8.94 1.57  0.39
O 2.23 5.00 2.58  -0.29
H -0.80 1.22 -0.38  -0.46
H 3.77 0.14 4.78  0.13
H -3.71 -3.62 -6.48  0.36
C 3.26 -1.05 6.63  -1.07
C -5.61 -6.37 -2.07  -0.44
C 2.66 4.20 1.48  0.03
H -9.65 -3.45 -6.64  0.39
C -2.05 2.64 -1.35  -2.05
C 3.33 7.60 -1.53  -0.42
C -5.87 -4.57 2.61  -0.25
C 3.36 -0.14 -0.06  1.61
O 3.35 1.22 -0.26  -0.69
C -1.07 2.26 -0.22  2.15
C -1.76 -7.45 0.44  -0.72
H -4.33 -2.67 -4.25  0.23
O 2.28 4.67 4.78  -0.57
H 0.03 3.80 -1.25  0.49
H -4.25 -6.06 2.24  0.49
H 0.97 -6.98 2.00  0.18
H -5.08 -7.09 4.36  0.18
H 2.28 6.51 -7.38  0.39
O 3.02 4.77 0.49  -0.64
H -6.49 -5.09 -0.48  0.54
H -6.21 -7.27 -2.05  0.49
C -2.48 -0.62 -5.81  -0.48
H -2.23 3.71 -1.35  0.40
H -1.93 0.30 -5.96  0.41
C -1.81 2.43 1.14  -2.13
H 3.43 -2.07 6.35  0.37
C 2.89 4.78 3.75  0.76
C 3.10 1.19 6.57  -1.24
H -10.19 -6.09 -6.33  0.38
C 1.08 9.56 -6.98  -0.62
H 0.05 0.94 3.55  0.07
H -2.94 0.00 3.36  0.39
C 3.07 6.29 -3.31  -0.49
H -4.10 -6.75 -3.68  0.46
P 4.34 -0.50 1.46  0.24
H -1.30 1.87 4.23  0.59
H 1.92 -2.95 -0.11  0.09
H 1.36 10.24 -9.08  0.37
C -4.51 -6.10 -2.93  -0.55
C -8.31 -6.10 -5.22  -0.33
O 4.41 -2.11 1.66  -0.60
C -7.87 -3.93 -5.48  -0.41
H -3.40 1.73 3.30  0.44
H -1.52 3.37 1.61  0.28
S -0.71 -2.27 0.50  -0.38
H -2.11 -5.37 -0.32  0.39
C 2.82 -0.62 7.85  -0.43
H -3.69 0.68 1.91  0.45
N 1.94 8.26 -8.54  0.00
H 3.09 2.24 6.33  0.46
C -5.08 -5.67 2.81  -0.58
H -2.14 -1.78 -7.70  0.40
H 2.54 5.65 -1.37  0.31
H 4.74 5.16 2.73  0.34
H 6.25 0.15 2.01  0.32
H 4.68 3.69 3.74  0.02
N -4.83 -4.36 -1.60  0.20
H 3.86 7.72 -4.77  0.50
C -6.80 -4.51 3.68  -0.72
C -4.05 -4.84 -2.61  -1.02
C -3.38 -2.65 -6.13  -0.54
C -5.78 -5.28 -1.26  -0.70
N 6.98 -0.07 5.03  0.21
H -4.71 -3.46 -1.16  0.23
C 7.51 1.12 5.44  -0.32
C 3.44 0.11 5.81  1.23
C -0.73 -7.95 1.20  -0.61
H 3.28 7.85 -0.48  0.39
C -9.05 -4.18 -6.11  -0.53
H 5.39 -2.64 -1.01  0.34
N 0.13 -6.91 1.46  0.10
H 3.93 -2.28 2.48  0.31
H 1.97 2.57 2.61  0.08
H 7.68 -2.07 4.87  0.39
H 1.24 8.00 -5.38  0.51
C 3.61 7.48 -3.75  -0.56
O 3.81 0.11 2.70  -0.11
C -6.54 -5.57 4.50  -0.43
H -5.79 -3.88 1.78  0.50
O 1.40 2.49 -0.64  -0.81
H 2.28 7.94 -9.43  0.18
C -1.51 -6.07 0.24  0.35
H 2.55 -1.16 8.74  0.41
H 3.57 2.41 1.96  0.28
H -7.30 -3.02 -5.36  0.38
H -2.88 2.51 0.92  0.56
O 1.43 0.60 0.96  -0.50
N -3.75 -2.18 -4.90  0.20
C 9.07 -0.49 5.61  -0.42
C 1.84 -0.42 0.14  -0.45
H 0.65 10.41 -6.47  0.38
C 1.92 7.52 -7.39  -0.60
H -6.57 -5.22 -4.41  0.23
O 5.82 -0.02 1.16  -0.64
H -7.57 -3.77 3.83  0.39
H -3.23 -4.27 -3.01  0.73
C 7.91 -1.06 5.14  -0.59

***

[2]
A structure of composition C49H71ClGeN7O3SeTeW at a distorted geometry. Source: the Open Molecules 2025 dataset; level of theory: ωB97M-V/def2-TZVPD.

Computed properties:
Charge: +2
Spin multiplicity: 2
Expectation value of S²: 0.76
LUMO level (spin up / spin down) (eV): -6.670 / -7.327

Last column: Mulliken charge in e.
Geometry (Å):
H -1.87 -3.45 -4.65  0.24
C 5.98 0.59 3.82  -0.71
H 2.80 1.03 -4.22  0.62
C -1.08 -4.09 -4.25  -1.16
C -0.34 -5.44 -2.28  -1.76
H 6.47 4.10 2.31  0.43
C -2.84 -1.10 -3.22  -0.26
H -4.05 -4.08 4.95  0.51
H 6.92 0.98 3.40  0.32
H -1.25 -3.71 3.66  0.32
C -5.53 -4.13 3.40  0.52
H 3.92 1.21 3.97  0.22
N -3.20 1.43 1.79  0.26
H -0.52 0.60 -4.53  -0.12
H -4.57 -2.94 -0.84  -0.32
C -2.65 -4.51 -2.34  -1.31
H 1.57 1.56 -3.06  -0.12
H -2.72 -4.79 -1.29  0.25
H -0.51 2.81 4.35  0.38
H -0.55 6.15 1.65  0.43
H 1.69 -0.72 2.03  -0.19
C 0.05 4.40 -4.87  -0.70
H 3.85 -2.48 1.31  0.50
H 2.67 7.15 1.20  0.45
H 0.34 3.92 0.53  -0.67
H 2.79 0.37 -2.59  0.22
Ge 1.13 -2.82 -1.89  0.06
H 0.91 3.84 4.25  0.38
C 0.73 4.29 -3.66  -0.93
C 0.28 3.39 -2.71  -0.38
C 0.28 -0.01 -4.95  -1.15
H -6.81 -3.89 1.70  0.36
H -4.34 -1.49 -4.71  0.48
C 0.12 3.38 3.66  -0.79
H -2.09 -2.74 4.87  0.53
H -6.71 -4.36 5.18  0.38
C -3.29 -3.21 3.15  0.54
H 1.60 -2.44 -4.65  0.45
H 4.91 8.05 1.73  0.42
H 4.06 0.94 1.59  -0.38
H 0.67 -5.38 -2.69  0.44
C -0.69 4.44 2.92  -0.20
H 4.78 -1.21 3.64  0.17
C -1.96 -2.89 3.80  -1.58
H -0.16 -0.88 -5.44  0.40
C -4.28 -3.82 3.92  -0.84
C 5.72 -0.81 3.26  -0.91
C -4.87 -3.11 1.30  0.79
C 0.90 4.77 0.92  -0.08
C -5.82 -3.72 2.10  -0.98
H 2.58 -1.17 -5.37  0.50
C 5.81 6.13 2.05  -0.73
H -2.00 -1.46 -3.79  -0.29
H 1.83 -4.66 0.30  0.35
H -5.67 0.40 -1.30  0.62
C -4.87 -0.08 -1.86  -0.19
W -0.63 -0.58 -1.16  0.37
C 4.63 1.77 2.02  -0.71
O 0.80 -2.19 -0.16  0.70
H 3.47 -2.97 -0.35  0.44
H 3.26 -1.27 0.16  0.27
H -7.49 -4.96 3.71  0.36
H -1.04 2.15 -0.90  0.31
N -1.95 0.41 0.39  1.51
N 2.22 4.28 1.27  1.08
H -1.07 1.29 2.13  0.53
Cl -2.96 1.84 -4.46  -0.18
C -1.08 3.63 -5.10  -0.77
C 1.52 -4.08 1.18  -1.56
H 1.03 5.50 0.12  0.59
C -6.54 -4.87 4.23  -1.60
H 0.83 5.96 2.72  0.41
H 0.61 2.69 2.96  -0.12
H -6.17 -5.87 4.46  0.35
N 3.86 2.97 1.73  0.43
C 4.85 1.57 3.52  -0.18
C -1.50 2.74 -4.13  1.08
H -0.78 -6.38 -2.62  0.54
H -5.32 -1.54 -0.06  0.13
H 0.80 3.31 -1.76  0.56
C -1.94 1.07 1.52  -1.32
C -1.20 -4.26 -2.74  0.80
C 4.74 6.99 1.74  -0.77
C 2.16 -1.53 -4.43  -2.11
H 0.78 0.59 -5.71  0.51
C -0.83 2.57 -2.92  -1.41
H 2.13 -4.39 2.03  0.54
H -3.05 -5.34 -2.93  0.58
C 2.15 0.71 -3.40  -1.22
H 6.52 -1.50 3.54  0.44
H -6.26 -3.00 -0.34  0.53
H -3.26 -3.63 -2.53  0.09
H -1.16 -5.06 -4.74  0.56
C 3.16 -2.31 0.47  -1.57
H 5.59 1.84 1.51  0.42
H -0.28 -5.46 -1.19  0.27
H 5.08 2.54 3.97  0.39
H 0.35 -1.83 2.41  -0.71
H 6.11 0.53 4.90  0.37
H 6.78 6.56 2.28  0.42
N -4.05 1.03 0.83  -0.96
H -1.26 5.02 3.65  0.43
N -5.15 -0.58 -3.05  -0.46
C 3.48 6.49 1.45  -0.81
H 5.67 -0.80 2.17  0.22
O -0.75 -3.04 -2.05  1.12
C 1.27 -0.42 -3.89  1.61
Te -1.88 -2.60 0.57  0.54
N -2.57 -0.68 -1.99  1.64
Se 0.98 0.80 -0.10  -0.62
C -3.26 0.43 -0.01  0.67
O 0.45 -0.89 -2.72  -0.23
H 0.48 -4.29 1.38  0.10
H -1.53 -1.99 3.38  0.02
C 1.74 -2.59 0.92  0.92
H -2.39 1.63 -1.88  0.82
H -0.11 -3.67 -4.51  0.09
C -3.58 -2.92 1.82  0.24
C 4.38 4.27 1.80  0.65
C 2.54 2.97 1.43  -0.69
H 1.98 -2.16 3.00  0.60
H -3.55 1.94 2.59  0.26
C -5.27 -2.63 -0.06  -0.56
H 0.39 5.10 -5.62  0.44
H 1.59 4.91 -3.46  0.52
H -1.64 3.74 -6.01  0.51
C -3.61 -0.15 -1.30  -0.22
C 0.13 5.41 2.08  -0.94
C 5.65 4.76 2.08  -0.67
C 1.41 -1.77 2.16  -0.34
C 3.32 5.11 1.49  0.47
H -1.43 3.96 2.26  0.05
C -4.13 -1.10 -3.72  -1.06
C -1.31 1.68 -1.83  0.00
H 2.98 -1.76 -3.76  0.48

***

[3]
A cluster of 14 separate species, C49H75N10O4S3 in total at a distorted geometry. Source: the Open Molecules 2025 dataset; level of theory: ωB97M-V/def2-TZVPD.

Computed properties:
Charge: -1
LUMO level (eV): 1.694

Last column: Mulliken charge in e.
Geometry (Å):
C -6.49 6.03 -0.34  -0.52
H -7.91 -1.53 3.10  0.37
C 3.50 -1.35 7.24  -0.44
N -5.11 6.12 -0.17  -0.01
S 9.47 -3.40 3.17  0.48
H 3.28 -4.72 -8.20  0.38
H 0.64 -1.08 -1.62  0.32
H 2.05 0.25 4.93  0.22
O -2.67 6.12 -9.58  -0.62
H -7.22 -10.52 -1.83  0.35
C -3.03 1.29 8.69  -0.54
H -6.52 -0.82 1.03  0.23
H -3.93 2.69 -9.71  0.33
C 5.24 -5.10 -9.23  -0.51
H -6.16 2.07 9.26  0.38
H -1.97 1.14 8.84  0.38
C -9.46 -2.07 1.62  -0.33
H 4.73 -8.28 -2.46  0.33
O -0.71 1.24 0.31  -0.97
C 3.75 -8.77 -2.41  -0.89
H -4.80 5.44 -7.23  0.30
H -3.76 7.78 0.01  0.37
C 8.21 2.16 -3.46  -0.36
C 3.86 0.02 7.55  -0.32
H 3.28 1.83 6.34  0.38
C 3.36 10.70 -5.07  -0.52
H -3.60 -5.12 6.24  0.37
C -7.64 -8.36 -1.63  -0.41
C 0.53 1.66 -1.74  -1.21
C 1.27 10.43 -4.37  -0.50
C -5.25 -7.27 8.07  -0.43
H 9.82 1.76 -0.79  0.22
H 6.61 3.47 -2.77  0.37
C -5.18 1.81 8.88  -0.27
H -10.30 -2.47 2.17  0.38
C -8.24 -1.62 2.08  -0.52
C -9.36 -1.91 0.22  -0.34
N 2.62 -0.08 5.69  0.00
C -4.78 7.43 -0.02  -0.45
H 0.28 10.55 -3.95  0.36
H 4.41 10.94 -5.08  0.35
H -5.07 -10.05 -0.41  0.37
H 1.26 -9.96 -2.67  0.30
H -3.71 -7.80 6.48  0.38
H 0.76 -9.96 -4.38  0.32
O 3.62 -11.19 -3.74  -0.62
H -0.09 2.46 -2.14  0.31
H 8.11 2.10 -4.54  0.36
H 7.46 -4.15 2.07  0.32
N -5.12 -5.15 7.74  -0.01
H 1.56 9.05 4.59  0.37
H 0.94 8.61 -5.37  0.20
C 9.36 1.62 -2.78  -0.42
H 4.89 -4.08 -6.21  0.38
H 0.87 6.89 3.05  0.39
H -2.25 3.28 -9.80  0.30
H 7.85 -2.68 1.39  0.33
H -5.84 9.28 -0.02  0.37
N 1.62 9.34 -5.16  -0.03
C -4.24 -5.72 6.86  -0.32
H 7.85 3.29 -0.39  0.37
H 3.83 10.10 3.27  0.38
C 2.10 8.69 3.73  -0.46
C 5.24 -4.43 -7.17  -0.41
H 4.52 0.38 8.32  0.38
C 7.48 2.86 -2.56  -0.44
H 4.94 -5.40 -10.23  0.34
H 3.83 -2.17 7.88  0.36
H -4.49 5.32 -0.13  0.21
C -8.06 -1.54 -0.14  -0.51
N 6.51 -4.84 -8.88  0.01
H 1.37 2.13 -1.22  0.30
H 4.10 8.67 1.20  0.35
N -7.41 -1.29 1.00  -0.03
C 1.70 7.57 3.01  -0.47
C 1.43 -9.51 -3.65  -0.90
H -10.16 -2.09 -0.48  0.37
S -3.88 5.15 -9.38  0.48
C -5.79 -7.94 -0.45  -0.48
H 7.44 -4.21 -7.12  0.36
H -4.58 3.75 -7.50  0.32
C -4.10 1.38 9.54  -0.40
C 3.21 9.23 3.09  -0.38
C 4.36 -4.76 -8.23  -0.31
H -5.57 -8.23 8.47  0.37
H 2.49 11.93 -3.46  0.37
C -4.07 4.71 -7.57  -0.84
C 9.03 -4.24 4.73  -0.92
H -5.13 -4.15 7.89  0.21
C 2.87 9.51 -5.65  -0.35
H -7.03 5.10 -0.30  0.36
C -5.82 -6.04 8.49  -0.44
C 2.39 11.15 -4.20  -0.25
H -5.57 2.07 6.75  0.36
H -7.63 -1.39 -1.12  0.39
N 2.51 7.42 1.98  -0.02
S 3.29 -9.69 -3.91  0.49
H -8.02 7.72 -0.56  0.37
C -0.34 0.64 -0.88  0.47
H 7.36 -4.99 -9.40  0.20
C 7.79 -3.15 2.36  -0.86
H 1.42 -0.47 -0.26  0.34
H -5.10 -7.31 0.10  0.36
C -5.78 -9.31 -0.72  -0.29
H 8.59 -5.23 4.55  0.34
C -7.00 7.40 -0.43  -0.40
C -5.88 8.22 -0.17  -0.30
H -7.29 -6.48 -0.89  0.20
C 3.36 8.47 1.97  -0.41
H -3.52 3.48 -11.11  0.32
H -0.22 -1.44 -0.18  0.33
H 3.17 -7.85 -2.31  0.32
O 9.93 -2.03 3.63  -0.61
N 9.25 2.12 -1.54  -0.04
H 9.89 -4.43 5.36  0.31
H 1.15 -8.46 -3.61  0.33
H 3.83 -9.45 -1.56  0.31
H -3.02 1.63 6.58  0.20
C 8.14 2.89 -1.35  -0.42
H 0.95 1.16 -2.61  0.31
N -6.97 -7.43 -0.94  0.00
C -4.87 1.92 7.55  -0.48
H 2.40 -2.07 5.34  0.39
H -1.17 0.24 -1.46  0.11
N -3.52 1.63 7.45  -0.01
C -4.34 -7.10 7.02  -0.47
H -6.43 -5.65 9.30  0.35
C 2.78 -1.34 6.04  -0.51
C -3.29 3.51 -10.05  -0.89
H -4.11 1.18 10.61  0.37
C 0.42 -0.68 -0.63  -1.30
H 7.12 -2.78 3.14  0.28
H 2.36 6.87 1.15  0.25
H -3.18 4.98 -7.01  0.31
H 8.38 -3.65 5.37  0.31
C 3.26 0.77 6.57  -0.46
C -6.90 -9.53 -1.54  -0.46
H 3.36 8.85 -6.34  0.37
H -8.59 -8.18 -2.10  0.35
H 10.13 0.99 -3.19  0.35
C 6.51 -4.45 -7.60  -0.44

***

These records have energy relative to the best compared isomer or geometry (same formula, charge and spin) values of 0.00 393.45 574.76 kJ/mol, in the order they appear.
These records have electronic energy values of -137758.2986 -212027.7222 -107615.7775 eV, in the order they appear.